{"formula": "C2H5ClO", "method": "ωB97M-V/def2-TZVPD", "elements": ["O", "C", "C", "Cl", "H", "H", "H", "H", "H"], "coordinates": [[2.274, 0.076, -0.094], [0.966, -0.651, 0.127], [0.065, 0.605, 0.219], [-1.640, -0.103, -0.073], [1.837, 0.958, -0.795], [0.851, -1.185, -0.913], [1.017, -1.161, 1.110], [-0.110, 1.479, -0.627], [-0.098, 1.332, 1.146]], "lowdin_charge": [-0.2332, -0.3041, -0.5727, 0.4227, 0.2044, 0.1424, 0.1221, 0.1060, 0.1125], "smiles": "OCCCl", "lumo_energy_ev": 0.58, "total_charge": 0}